[1]
A molecular structure, C26H24AuN4PS. Source: the OMol25 dataset; level of theory: wB97M-V/def2-TZVPD.

Structure (XYZ):
```
57
C26H24AuN4PS wB97M-V/def2-TZVPD
Au -1.2205 -0.3412 -0.2081
S -1.1340 -2.6480 -0.5735
C 0.4431 -2.8809 -1.2917
N 0.8008 -3.8595 -2.0490
N -0.0823 -4.8472 -2.3487
C -0.7174 -5.6569 -1.3774
C -0.3643 -5.6389 -0.0306
C -0.9993 -6.4930 0.8585
C -1.9729 -7.3793 0.4233
C -2.3114 -7.4050 -0.9234
C -1.6945 -6.5475 -1.8178
N 1.5530 -1.9839 -1.1548
N 1.3730 -0.9792 -0.4670
C 2.4984 -0.0981 -0.4138
C 2.4846 0.8478 0.6015
C 3.5162 1.7680 0.7065
C 4.5518 1.7489 -0.2168
C 4.5561 0.8063 -1.2390
C 3.5339 -0.1232 -1.3428
H 0.3200 -5.4060 -3.0822
H 0.4039 -4.9636 0.3180
H -0.7224 -6.4647 1.9052
H -2.4640 -8.0418 1.1240
H -3.0704 -8.0900 -1.2809
H -1.9788 -6.5468 -2.8637
H 1.6556 0.8486 1.2969
H 3.5055 2.5045 1.5002
H 5.3561 2.4705 -0.1443
H 5.3632 0.7975 -1.9610
H 3.5192 -0.8634 -2.1307
C -2.8853 2.5649 -1.1518
P -1.6015 1.8922 -0.0563
C -0.1302 2.8560 -0.5182
C 0.6606 2.3811 -1.5634
C 1.7808 3.0883 -1.9708
C 2.1256 4.2685 -1.3271
C 1.3462 4.7436 -0.2820
C 0.2185 4.0422 0.1214
C -2.0308 2.4733 1.6093
C -3.0243 3.4163 1.8504
C -3.2938 3.8350 3.1479
C -2.5694 3.3189 4.2102
C -1.5813 2.3698 3.9780
C -1.3209 1.9440 2.6870
H -2.9407 3.6504 -1.0716
H -3.8511 2.1147 -0.9248
H -2.6136 2.3014 -2.1731
H 0.4128 1.4387 -2.0406
H 2.3968 2.7044 -2.7736
H 3.0098 4.8133 -1.6340
H 1.6186 5.6600 0.2261
H -0.3809 4.4140 0.9439
H -3.6004 3.8309 1.0338
H -4.0722 4.5663 3.3241
H -2.7800 3.6459 5.2205
H -1.0235 1.9511 4.8056
H -0.5719 1.1806 2.5122
```

Values from the calculation:
energy: -2099.41139 hartree
Kohn-Sham gap: 7.17 eV
energy above the lowest of the compared OMol25 structures with the same formula, charge and spin: 0.0 kJ/mol
HOMO level: -7.25 eV
lowest unoccupied orbital energy: -0.08 eV

[2]
A molecular structure, C26H24CdF6N7PSSi at a distorted geometry. Source: the OMol25 dataset; level of theory: wB97M-V/def2-TZVPD.

Structure (XYZ):
```
67
C26H24CdF6N7PSSi wB97M-V/def2-TZVPD
Cd 12.4116 9.5243 10.6949
C 13.4076 10.1221 15.5677
C 12.7557 9.8227 14.3859
N 13.3888 9.7946 13.2164
C 14.7062 10.0296 13.2088
C 15.3218 10.4121 14.4077
N 14.7132 10.3880 15.5818
C 15.4780 10.0312 11.9498
C 16.8763 10.0695 11.9970
C 17.6162 10.2425 10.8198
C 16.8983 10.3332 9.6406
C 15.4923 10.1249 9.6627
N 14.8147 9.9770 10.7965
C 14.7263 9.9572 8.3943
C 15.3405 10.0312 7.1409
N 14.7323 9.7444 6.0004
C 13.4692 9.3551 6.0407
C 12.7926 9.3091 7.2995
N 13.4191 9.6512 8.4244
C 19.0889 10.1822 10.8558
C 19.8570 10.6523 9.7787
C 21.2379 10.4869 9.8058
N 21.8814 9.9631 10.8502
C 21.1458 9.5178 11.8775
C 19.7596 9.5515 11.8880
H 12.8888 10.0713 16.5254
H 11.6867 9.7135 14.3087
H 16.3592 10.7537 14.4354
H 17.3564 9.9793 12.9724
H 17.4452 10.4868 8.6910
H 16.3820 10.3003 6.9858
H 12.9803 9.0577 5.1057
H 11.7540 8.9965 7.3894
H 19.4314 11.1673 8.8797
H 21.8151 10.7736 8.9333
H 21.7071 9.2019 12.7238
H 19.2529 9.1099 12.7370
C 10.5337 15.2370 10.8750
Si 8.8507 14.4321 10.7518
C 8.0636 14.8192 9.1149
C 7.6903 15.0062 12.0991
C 9.0687 12.5323 10.8105
C 7.8359 11.8600 10.9135
C 7.6970 10.4749 10.7820
C 8.9022 9.7343 10.6890
N 10.1083 10.3086 10.7109
C 10.1964 11.6889 10.7410
S 11.8617 12.1555 10.7115
H 10.4595 16.3045 10.9786
H 11.1763 15.0225 9.9899
H 11.0732 14.8645 11.7342
H 8.2704 15.8205 8.7513
H 6.9621 14.6985 9.1338
H 8.4508 14.1702 8.3299
H 7.7509 16.1035 12.1090
H 7.9331 14.6836 13.1095
H 6.6581 14.7584 11.8436
H 6.9529 12.4948 11.0353
H 6.7314 9.9844 10.7460
H 8.9145 8.6629 10.5082
F 13.8909 7.1318 10.0715
P 12.4905 6.3112 10.4254
F 13.2776 5.2364 11.2952
F 12.3759 7.4361 11.7439
F 11.1027 5.6632 10.8653
F 12.6230 5.4820 9.0732
F 11.6312 7.5389 9.5284
```

Values from the calculation:
net charge: +1
energy: -3184.49617 hartree
Kohn-Sham gap (alpha / beta): 8.32 / 5.59 eV
HOMO level (alpha / beta): -11.98 / -11.98 eV
2S+1: 2
lowest unoccupied orbital energy (alpha / beta): -3.66 / -6.39 eV

[3]
A molecular structure, C26H24Cl2F6GeMoNO9S2 at a distorted geometry. Source: the OMol25 dataset; level of theory: wB97M-V/def2-TZVPD.

Structure (XYZ):
```
72
C26H24Cl2F6GeMoNO9S2 wB97M-V/def2-TZVPD
Mo 0.5835 -0.5818 1.8739
C -3.9711 -1.0134 0.1104
C -3.5698 -1.6298 1.4455
C -4.7751 -1.7091 2.3672
O -3.0612 -2.9404 1.2257
C -2.4744 -0.7441 2.0764
O -2.7306 0.3695 2.4700
O -1.2903 -1.3336 2.1458
H -4.7143 -1.6471 -0.3734
H -3.0986 -0.9470 -0.5402
H -4.3770 -0.0136 0.2577
H -5.5456 -2.3257 1.9013
H -5.1706 -0.7143 2.5625
H -4.4869 -2.1703 3.3138
H -2.1164 -2.8639 1.4291
F 3.8091 -2.5268 1.1216
C 3.2303 -3.6153 0.6330
F 4.0297 -4.6586 0.8565
F 3.0753 -3.4796 -0.6840
S 1.5652 -3.8891 1.4013
O 0.8637 -2.6468 1.0939
O 1.0790 -5.0661 0.7680
N 1.8909 -4.1084 2.9186
S 1.4766 -3.2444 4.1724
O 0.8776 -1.9742 3.8536
O 0.8331 -4.0415 5.1597
C 3.1263 -2.8498 4.8880
F 3.7380 -3.9801 5.2563
F 3.8937 -2.2066 4.0259
F 2.9563 -2.0933 5.9730
C 0.1952 0.3779 0.3931
Ge 0.1803 1.1225 -1.3881
C -1.5779 1.8909 -1.7592
C -2.1509 1.8643 -3.0280
C -3.4094 2.4091 -3.2493
C -4.1048 2.9912 -2.1997
C -3.5415 3.0296 -0.9318
C -2.2870 2.4808 -0.7135
C 1.5411 2.5300 -1.4283
C 2.7094 2.3925 -0.6826
C 3.6597 3.4031 -0.6757
C 3.4578 4.5605 -1.4169
C 2.2975 4.7087 -2.1608
C 1.3450 3.6979 -2.1615
C 0.6174 -0.3408 -2.5903
C 0.2025 -1.6349 -2.2815
C 0.5277 -2.6987 -3.1105
C 1.2707 -2.4766 -4.2621
C 1.6872 -1.1924 -4.5802
C 1.3671 -0.1291 -3.7454
H -1.6192 1.3998 -3.8531
H -3.8498 2.3739 -4.2385
H -5.0898 3.4099 -2.3681
H -4.0844 3.4733 -0.1057
H -1.8714 2.4895 0.2896
H 2.8721 1.5104 -0.0794
H 4.5576 3.2876 -0.0803
H 4.1999 5.3493 -1.4075
H 2.1274 5.6151 -2.7292
H 0.4269 3.8314 -2.7256
H -0.3751 -1.8230 -1.3875
H 0.2055 -3.6990 -2.8484
H 1.5301 -3.3061 -4.9084
H 2.2719 -1.0189 -5.4762
H 1.7162 0.8672 -3.9902
O 2.5017 -0.2457 2.2322
O 1.6274 0.6862 2.7810
Cl 0.5563 4.9364 0.9479
C 0.7617 3.4119 1.8355
Cl -0.6622 2.9543 2.7669
H 1.6032 3.5203 2.5102
H 0.9604 2.6351 1.1034
```

Values from the calculation:
net charge: -1
energy: -6198.12662 hartree
Kohn-Sham gap (alpha / beta): 7.83 / 6.34 eV
energy above the lowest of the compared OMol25 structures with the same formula, charge and spin: 0.0 kJ/mol
HOMO level (alpha / beta): -5.37 / -6.08 eV
2S+1: 3
lowest unoccupied orbital energy (alpha / beta): 2.46 / 0.26 eV

[4]
A molecular structure, C26H24Co2O9 at a distorted geometry. Source: the OMol25 dataset; level of theory: wB97M-V/def2-TZVPD.

Structure (XYZ):
```
61
C26H24Co2O9 wB97M-V/def2-TZVPD
C 3.8043 0.0070 2.3027
C 2.9146 1.2032 2.1710
O 1.5541 0.7317 2.1385
C 0.6609 1.7637 2.1013
C -0.7206 1.2216 2.1988
C -1.7881 2.2011 2.0005
O -1.7083 3.1365 1.2059
C -3.0797 2.0006 2.8353
C -4.1039 1.0895 2.1513
C -3.8171 -0.4137 2.1942
C -2.5634 -0.8250 1.4085
C -1.3886 -1.2262 2.3201
C -0.9323 0.0234 3.0661
O 1.0146 2.9246 2.1092
H 4.8185 0.3730 2.1268
H 3.7290 -0.4440 3.3018
H 3.5600 -0.7636 1.5704
H 3.0611 1.8879 3.0303
H 3.1259 1.7550 1.2411
H -2.8599 1.6391 3.8514
H -3.5528 2.9882 2.9433
H -5.0750 1.2432 2.6451
H -4.2084 1.4212 1.1077
H -3.7710 -0.7557 3.2386
H -4.6745 -0.9115 1.7196
H -2.8122 -1.6298 0.6990
H -2.2472 0.0408 0.8133
H -1.6863 -2.0202 3.0201
H -0.5208 -1.6114 1.7681
H 0.0194 -0.1652 3.5683
H -1.7080 0.2611 3.8002
O -2.8477 -1.8618 -4.1650
C -2.1241 -0.9601 -4.1325
Co -0.9901 0.3995 -4.1373
C 0.2632 -0.5510 -4.9659
O 0.9968 -1.1969 -5.5964
C -1.7292 1.1737 -5.5335
O -2.2049 1.6346 -6.4744
C -0.8238 0.9340 -2.1653
C 0.1284 0.4049 -1.3110
C 0.3021 -0.5153 -0.3302
C 1.2425 -1.6274 -0.5206
C 0.8269 -2.9834 -0.4059
C 1.7261 -4.0100 -0.7041
C 3.0303 -3.7105 -1.1209
C 3.4460 -2.3782 -1.2111
C 2.5538 -1.3511 -0.9358
Co 0.7926 1.5342 -2.5795
C 0.5416 2.3202 -4.1766
O 0.6544 3.0786 -5.0489
C 1.6509 2.6925 -1.4771
O 2.2404 3.3573 -0.7406
C 2.1797 0.7017 -3.2259
O 3.0805 0.1908 -3.7366
H -1.7419 1.3851 -1.7729
H -0.5058 -0.6444 0.3890
H -0.2040 -3.1806 -0.0940
H 1.4274 -5.0554 -0.6089
H 3.7406 -4.5102 -1.3769
H 4.4624 -2.1177 -1.4924
H 2.8411 -0.2990 -0.9970
```

Values from the calculation:
net charge: -2
energy: -4447.74959 hartree
Kohn-Sham gap: 5.63 eV
energy above the lowest of the compared OMol25 structures with the same formula, charge and spin: 100.8 kJ/mol
HOMO level: -0.78 eV
lowest unoccupied orbital energy: 4.84 eV